Formula: C18H41FN3O7
Source: the Open Molecules 2025 dataset
Level of theory: ωB97M-V/def2-TZVPD

```
70
Properties=species:S:1:pos:R:3:lowdin_charge:R:1
C -1.08 -1.52 -1.82 -0.0513
C -1.07 -2.38 -3.12 -0.2648
F -0.51 -3.68 -2.93 -0.0723
C -0.45 -1.66 -4.39 -0.3554
N -1.26 -2.19 -5.55 0.0314
C 1.05 -2.09 -4.69 -0.1058
C 2.09 -1.65 -3.61 -0.2266
O 1.92 -2.27 -2.32 -0.0908
C -0.65 -0.09 -4.40 -0.6216
O 0.07 0.74 -3.78 -0.0698
O -1.60 0.36 -5.14 -0.0886
H -2.12 -1.14 -1.65 0.0849
H -0.29 -0.74 -1.76 0.0619
H -0.88 -2.23 -0.96 0.0841
H -2.14 -2.56 -3.40 0.1387
H -0.95 -3.16 -5.64 0.0616
H -0.91 -1.72 -6.39 0.0699
H 1.35 -1.69 -5.69 0.1261
H 1.03 -3.21 -4.78 0.1067
H 3.10 -1.98 -3.99 0.1178
H 2.16 -0.56 -3.46 0.0854
H 2.44 -3.09 -2.37 0.0846
C 5.45 1.54 2.32 -0.1278
O 4.35 0.66 2.19 -0.1978
C 3.10 1.26 2.55 -0.2104
C 2.20 1.40 1.33 -0.2098
N 2.71 2.42 0.42 -0.0545
C 2.02 2.41 -0.88 -0.1798
C 2.19 1.15 -1.75 -0.2276
O 3.52 0.97 -2.23 -0.1864
C 4.38 0.27 -1.34 -0.1112
H 6.36 0.97 2.14 0.0845
H 5.40 2.34 1.57 0.0777
H 5.50 1.97 3.32 0.0819
H 3.24 2.22 3.06 0.1168
H 2.62 0.58 3.26 0.1176
H 1.20 1.68 1.66 0.1026
H 2.15 0.42 0.84 0.1113
H 3.70 2.25 0.25 0.0615
H 2.41 3.26 -1.44 0.1148
H 0.96 2.59 -0.72 0.1202
H 1.57 1.29 -2.64 0.0852
H 1.81 0.25 -1.26 0.1000
H 3.84 -0.46 -0.74 0.0878
H 4.92 0.97 -0.70 0.0640
H 5.12 -0.26 -1.94 0.0830
C -4.70 -2.28 2.93 -0.1158
O -5.10 -1.00 2.47 -0.1939
C -5.52 -0.13 3.52 -0.2180
C -4.54 1.03 3.68 -0.2139
N -3.27 0.57 4.23 -0.0554
C -2.21 1.58 4.17 -0.2005
C -1.73 2.02 2.79 -0.2236
O -1.06 1.01 2.06 -0.1971
C -1.92 0.16 1.30 -0.0733
H -4.51 -2.91 2.06 0.0908
H -3.77 -2.22 3.51 0.0783
H -5.48 -2.74 3.54 0.0844
H -5.66 -0.66 4.47 0.1190
H -6.49 0.27 3.22 0.1184
H -4.97 1.78 4.35 0.1198
H -4.41 1.48 2.69 0.1055
H -2.96 -0.24 3.71 0.0670
H -1.35 1.15 4.70 0.1159
H -2.52 2.46 4.74 0.1141
H -0.98 2.81 2.94 0.1190
H -2.52 2.48 2.19 0.1120
H -2.81 0.68 0.95 0.0972
H -2.19 -0.72 1.89 0.0755
H -1.36 -0.20 0.44 0.0650
```

The value obtained for the electronic energy is -1501.18473 a.u. As for the total charge: -1. For the largest force on an atom, the calculation gives 3.75 eV/Å. As for the multiplicity: 1. The orbital gap is 6.7 eV.



Formula: C18H41GeIrN4O3
Source: the Open Molecules 2025 dataset
Level of theory: ωB97M-V/def2-TZVPD

```
68
Properties=species:S:1:pos:R:3:lowdin_charge:R:1
Ir 0.05 0.49 -0.47 1.5192
C 4.18 -1.78 -1.06 0.0412
N 3.60 -1.55 0.28 -0.0831
C 4.38 -2.09 1.41 0.0291
C 2.51 -0.87 0.45 -0.3337
O 1.88 -0.34 -0.54 -0.1634
C 1.98 -0.64 1.85 -0.0531
O 0.87 0.26 1.80 -0.2132
C -0.24 -0.13 2.62 -0.0713
C -1.17 -0.98 1.77 -0.3715
O -1.01 -0.95 0.51 -0.1142
N -2.08 -1.72 2.33 -0.0893
C -2.27 -1.77 3.79 0.0230
C -2.97 -2.58 1.54 0.0350
H 4.28 -2.85 -1.22 0.1177
H 3.55 -1.35 -1.83 0.0902
H 5.17 -1.32 -1.09 0.1208
H 5.01 -2.88 1.03 0.1138
H 5.01 -1.31 1.84 0.1221
H 3.73 -2.51 2.17 0.1034
H 1.68 -1.60 2.27 0.1549
H 2.76 -0.21 2.48 0.1628
H 0.11 -0.68 3.49 0.1473
H -0.74 0.77 2.95 0.1551
H -2.06 -0.81 4.26 0.1008
H -3.31 -2.02 3.99 0.1151
H -1.64 -2.54 4.24 0.1213
H -2.62 -2.64 0.52 0.0970
H -2.98 -3.58 1.98 0.1179
H -3.99 -2.19 1.57 0.1144
C 1.64 1.91 -4.41 -0.1798
Ge 1.02 2.52 -2.67 0.8622
C -0.45 3.77 -2.82 -0.1878
C 2.45 3.01 -1.45 -0.2077
C 0.09 0.56 -2.34 -0.3292
H 2.17 2.74 -4.88 0.0563
H 0.80 1.64 -5.06 0.0499
H 2.33 1.08 -4.33 0.0405
H -0.10 4.56 -3.50 0.0537
H -0.71 4.24 -1.88 -0.0005
H -1.33 3.34 -3.28 0.0424
H 2.53 4.10 -1.45 0.0449
H 3.41 2.62 -1.79 0.0404
H 2.30 2.67 -0.43 -0.0051
H 0.75 -0.19 -2.77 0.0377
H -0.84 0.65 -2.92 0.0552
C -4.62 2.05 0.70 -0.0408
C -3.94 3.00 -0.28 -0.1591
N -2.70 3.61 0.23 -0.0341
C -2.81 5.03 0.65 -0.1656
C -3.57 5.19 1.96 -0.0399
C -1.58 2.94 0.29 -0.3681
C -0.35 3.57 0.88 0.0131
N -1.52 1.65 -0.10 -0.0388
H -5.53 1.65 0.24 0.1009
H -4.91 2.57 1.61 0.0821
H -3.99 1.20 0.98 0.0580
H -4.62 3.81 -0.51 0.1365
H -3.73 2.50 -1.23 0.1282
H -3.33 5.55 -0.15 0.1386
H -1.82 5.46 0.73 0.1128
H -4.62 4.89 1.87 0.0807
H -3.57 6.24 2.25 0.0995
H -3.11 4.62 2.76 0.0855
H -0.57 4.02 1.85 0.1097
H 0.05 4.35 0.24 0.0967
H 0.42 2.81 1.03 0.0521
H -2.41 1.22 -0.31 0.0694
```

The value obtained for the electronic energy is -3335.45193 a.u. As for the total charge: +3. The energy above the lowest of the compared OMol25 structures with the same formula, charge and spin is 7.2 kcal per mole. For the largest force on an atom, the calculation gives 0.87 eV/Å. As for the multiplicity: 2. The orbital gap (spin up / spin down) is 7.8 / 6.7 eV.



Formula: C18H41InO2P3
Source: the Open Molecules 2025 dataset
Level of theory: ωB97M-V/def2-TZVPD

```
65
Properties=species:S:1:pos:R:3:lowdin_charge:R:1
In 1.50 0.05 0.43 0.5539
P 0.76 1.38 -1.48 0.7194
P 2.15 2.14 1.82 0.7718
P 0.87 -2.19 -0.52 0.7637
H 0.11 0.30 2.88 0.0739
C 0.44 -0.67 2.49 -0.1102
C 1.70 -1.16 2.70 -0.0336
H 2.47 -0.60 3.24 0.0714
C -1.00 1.74 -1.18 -0.1996
C 1.61 2.96 -1.74 -0.2052
C 0.87 0.53 -3.07 -0.2046
C 2.57 1.89 3.58 -0.2188
C 3.44 3.31 1.26 -0.2090
C 0.59 3.11 1.90 -0.2181
C 0.94 -3.60 0.63 -0.2101
C 1.69 -2.78 -2.03 -0.1934
C -0.91 -2.00 -0.90 -0.2290
H -0.36 -1.27 2.04 0.0764
H 2.01 -2.16 2.40 0.0715
H -1.33 2.32 -2.05 0.0871
H -1.13 2.33 -0.26 0.0503
H -1.59 0.82 -1.09 0.0528
H 1.13 3.42 -2.61 0.0897
H 2.67 2.78 -1.96 0.0703
H 1.53 3.64 -0.88 0.0433
H 0.48 1.24 -3.81 0.0894
H 0.29 -0.40 -3.11 0.0447
H 1.93 0.31 -3.29 0.0759
H 2.66 2.86 4.08 0.0903
H 3.53 1.35 3.65 0.0674
H 1.80 1.29 4.09 0.0575
H 3.23 4.30 1.69 0.0883
H 3.47 3.40 0.17 0.0309
H 4.42 2.97 1.61 0.0753
H 0.73 3.92 2.64 0.0856
H -0.24 2.47 2.23 0.0567
H 0.31 3.55 0.93 0.0400
H 0.49 -4.47 0.13 0.0903
H 0.40 -3.38 1.57 0.0590
H 1.99 -3.82 0.88 0.0723
H 1.13 -3.65 -2.39 0.0894
H 2.72 -3.06 -1.78 0.0765
H 1.73 -2.00 -2.80 0.0399
H -1.29 -2.99 -1.17 0.0861
H -1.10 -1.29 -1.71 0.0412
H -1.46 -1.64 -0.01 0.0571
C -5.46 -0.77 -1.72 -0.3338
C -6.75 -0.36 -1.33 -0.0143
C -7.30 -0.90 -0.17 -0.0614
C -6.57 -1.83 0.58 -0.0853
C -5.29 -2.24 0.18 -0.0961
C -4.73 -1.71 -0.99 -0.0561
O -4.82 -0.27 -2.82 0.0178
H -5.43 0.36 -3.27 0.1271
H -7.29 0.37 -1.94 0.1229
H -8.29 -0.59 0.16 0.1185
H -7.00 -2.25 1.49 0.1078
H -4.72 -2.97 0.75 0.0971
H -3.75 -2.00 -1.35 0.0789
C 4.73 -0.60 0.41 -0.1011
O 3.84 -0.02 -0.56 -0.2011
H 4.34 -1.60 0.64 0.0875
H 4.74 -0.08 1.38 0.0859
H 5.77 -0.72 0.05 0.1279
H 4.07 0.93 -0.67 0.0998
```

The value obtained for the electronic energy is -2074.10720 a.u. As for the total charge: +3. For the largest force on an atom, the calculation gives 1.88 eV/Å. As for the multiplicity: 1. The orbital gap is 3.3 eV.



Formula: C18H41N3O14V3
Source: the Open Molecules 2025 dataset
Level of theory: ωB97M-V/def2-TZVPD

```
79
Properties=species:S:1:pos:R:3:lowdin_charge:R:1
O -3.58 -0.73 1.72 -0.2184
V -3.11 -0.35 0.28 1.3438
O 1.39 -1.16 -1.87 -0.1799
V -0.01 -1.26 -1.14 1.0991
O -2.04 3.24 -0.89 -0.1860
V -0.94 2.10 -1.18 1.1212
C -0.46 0.40 0.99 -0.7973
O 0.29 0.63 0.03 -0.0704
O -0.87 -0.74 0.88 -0.1010
O -1.43 1.06 0.75 -0.0592
C -2.22 -0.11 -2.39 -0.7126
O -2.30 -1.11 -1.64 -0.1160
O -1.03 0.23 -2.49 -0.0775
O -2.77 0.72 -1.70 -0.0576
C -0.25 3.76 2.05 -0.0812
O 0.06 3.64 0.69 -0.2650
C 1.22 4.40 0.20 -0.0987
C 1.19 4.39 -1.37 -0.1299
N 1.03 2.98 -1.77 -0.0915
C 1.03 2.84 -3.22 -0.1844
C -0.12 3.47 -3.89 -0.1725
O -1.31 2.96 -3.27 -0.2845
C -2.49 3.43 -3.93 -0.0166
H 0.45 3.22 2.68 0.0833
H -1.24 3.33 2.17 0.0949
H -0.24 4.78 2.44 0.1103
H 2.10 3.83 0.51 0.1312
H 1.26 5.46 0.43 0.1421
H 2.11 4.78 -1.81 0.1444
H 0.46 5.04 -1.85 0.1317
H 1.94 2.62 -1.55 0.1455
H 1.14 1.79 -3.51 0.1326
H 1.99 3.14 -3.65 0.1527
H -0.10 3.20 -4.94 0.1512
H -0.08 4.56 -3.84 0.1398
H -2.50 2.94 -4.90 0.1119
H -2.57 4.52 -3.98 0.1172
H -3.34 3.05 -3.37 0.0969
C 0.00 -2.03 -4.71 -0.0630
O -0.33 -2.41 -3.39 -0.2728
C -0.38 -3.83 -3.22 -0.1494
C -1.00 -4.08 -1.87 -0.1916
N -0.32 -3.45 -0.80 -0.1095
C 0.88 -4.26 -0.44 -0.1052
C 1.49 -3.56 0.78 -0.1582
O 1.71 -2.16 0.47 -0.2610
C 2.70 -1.64 1.39 -0.0367
H 0.08 -0.94 -4.81 0.0880
H -0.75 -2.30 -5.45 0.1096
H 1.00 -2.38 -4.98 0.1092
H 0.67 -4.13 -3.25 0.1311
H -0.88 -4.35 -4.04 0.1514
H -1.09 -5.15 -1.68 0.1490
H -1.98 -3.62 -1.97 0.1294
H -0.98 -3.69 -0.07 0.1328
H 1.50 -4.24 -1.33 0.1369
H 0.60 -5.29 -0.23 0.1477
H 2.45 -4.05 0.96 0.1420
H 0.89 -3.68 1.68 0.1168
H 3.71 -1.91 1.07 0.1159
H 2.52 -1.86 2.45 0.0838
H 2.67 -0.57 1.23 0.0913
C -0.97 -2.04 5.92 0.0022
C -0.72 -1.43 4.56 -0.3468
C 0.63 -0.78 4.37 -0.1965
O 0.67 0.46 5.02 -0.1454
C 1.97 1.10 4.87 -0.0399
N -0.97 -2.45 3.65 0.3472
H -0.86 -1.27 6.69 0.1121
H -0.25 -2.80 6.21 0.1153
H -1.99 -2.41 6.00 0.1042
H -1.50 -0.71 4.30 0.2116
H 0.78 -0.62 3.30 0.0935
H 1.45 -1.46 4.60 0.1489
H 2.28 1.10 3.83 0.0817
H 2.68 0.74 5.62 0.1090
H 1.86 2.17 5.05 0.0970
H -1.07 -2.10 2.71 0.1047
H -1.81 -2.97 3.87 0.1641
```

The value obtained for the electronic energy is -4758.80038 a.u. As for the total charge: +3. For the largest force on an atom, the calculation gives 14.48 eV/Å. As for the multiplicity: 5. The orbital gap (spin up / spin down) is 6.6 / 4.7 eV.



Formula: C18H41N8O5
Source: the Open Molecules 2025 dataset
Level of theory: ωB97M-V/def2-TZVPD

```
72
Properties=species:S:1:pos:R:3:lowdin_charge:R:1
C 4.59 -2.32 1.02 -0.1121
C 3.63 -1.92 -0.30 -0.3652
C 4.50 -0.79 -1.14 -0.1136
C 2.23 -1.34 0.34 -0.1357
C 1.23 -0.61 -0.73 -0.2345
N 0.18 -1.41 -1.47 0.0884
C -1.15 -1.29 -0.75 -0.1058
N -2.14 -2.21 -0.50 0.1289
C -1.95 -3.64 -0.98 -0.1126
O -2.58 -4.67 -0.13 -0.1105
N -3.85 -4.35 0.19 -0.0412
O -4.62 -4.77 -0.65 0.0849
N -1.13 0.20 -0.35 0.0578
C 0.29 0.32 0.26 -0.2321
C 0.87 1.84 0.54 -0.1840
N 0.07 2.79 -0.34 -0.0341
H 5.63 -2.75 0.71 0.0894
H 4.66 -1.31 1.64 0.0761
H 3.93 -3.07 1.65 0.0860
H 3.47 -2.84 -1.00 0.1270
H 4.08 0.30 -1.03 0.0709
H 4.66 -1.07 -2.27 0.0825
H 5.60 -0.75 -0.67 0.0871
H 1.72 -2.19 0.99 0.1374
H 2.55 -0.50 1.13 0.1112
H 1.66 0.09 -1.56 0.1513
H 0.48 -2.35 -1.80 0.1337
H -3.01 -1.86 0.01 0.1817
H -0.81 -3.95 -1.10 0.1667
H -2.42 -3.68 -2.07 0.1692
H -1.10 0.62 -1.32 0.0948
H 0.31 -0.28 1.27 0.1496
H 2.04 1.92 0.38 0.1150
H 0.70 2.19 1.67 0.1354
H 0.65 3.23 -1.08 0.0765
H -0.48 3.48 0.22 0.0825
C -0.94 1.08 -4.08 -0.2985
O -0.11 0.59 -3.32 -0.0261
N -0.67 2.04 -5.04 -0.1978
C -1.70 2.57 -5.91 -0.0542
C 0.69 2.53 -5.19 -0.0414
H -2.00 0.79 -4.06 0.1372
H -1.43 2.36 -6.95 0.0950
H -1.76 3.65 -5.76 0.0947
H -2.67 2.12 -5.69 0.0889
H 1.35 1.68 -5.42 0.0963
H 1.01 2.97 -4.24 0.0876
H 0.75 3.27 -5.98 0.0946
C -5.76 -0.27 1.08 -0.3378
O -5.79 -0.13 -0.13 -0.0084
N -6.26 -1.34 1.78 -0.2093
C -6.19 -1.43 3.22 -0.0621
C -6.89 -2.42 1.05 -0.0448
H -5.31 0.50 1.74 0.1298
H -5.63 -2.32 3.50 0.0890
H -7.21 -1.50 3.63 0.0938
H -5.70 -0.55 3.65 0.0860
H -6.16 -2.85 0.35 0.0599
H -7.73 -2.03 0.48 0.0996
H -7.24 -3.20 1.73 0.0953
C 3.80 1.60 2.92 -0.3201
O 3.75 0.38 3.03 -0.0140
N 4.04 2.49 3.95 -0.2023
C 4.09 3.92 3.73 -0.0593
C 4.24 1.97 5.29 -0.0424
H 3.67 2.10 1.95 0.1128
H 5.08 4.29 4.04 0.0941
H 3.32 4.40 4.34 0.0920
H 3.92 4.16 2.68 0.0851
H 5.11 1.30 5.28 0.0973
H 3.36 1.41 5.59 0.0948
H 4.42 2.79 5.99 0.0924
```

The value obtained for the electronic energy is -1524.17750 a.u. As for the total charge: +1. For the largest force on an atom, the calculation gives 5.21 eV/Å. As for the multiplicity: 1. The orbital gap is 7.7 eV.



Formula: C18H42BBrN4O12
Source: the Open Molecules 2025 dataset
Level of theory: ωB97M-V/def2-TZVPD

```
78
Properties=species:S:1:pos:R:3:lowdin_charge:R:1
C -2.95 2.95 0.74 -0.0820
N -2.28 3.25 -0.53 -0.0995
C -2.37 4.67 -0.92 -0.0520
B -0.94 2.71 -0.67 -0.5548
O -0.51 2.23 -1.88 0.1736
C 0.14 2.68 0.50 -0.1939
C -0.05 1.39 1.32 -0.2105
N 1.19 0.67 1.63 0.0198
O -0.02 3.90 1.24 -0.1268
C 0.94 4.32 2.20 -0.5842
N 0.88 3.59 3.46 0.1093
C 2.36 4.24 1.63 -0.1142
C 3.44 5.04 2.37 -0.1595
C 3.68 4.61 3.81 -0.2591
O 2.92 5.38 4.73 -0.0806
C 0.57 5.79 2.47 -0.6442
N 0.68 6.66 1.37 0.0310
Br -1.32 5.82 3.16 0.6701
H -2.51 3.46 1.60 0.0520
H -2.94 1.87 0.92 0.0853
H -4.00 3.24 0.67 0.0902
H -1.40 5.16 -0.96 0.0794
H -2.95 5.21 -0.17 0.0866
H -2.86 4.78 -1.89 0.0825
H -1.22 1.83 -2.39 0.1132
H 1.13 2.63 0.02 0.1379
H -0.71 0.71 0.76 0.0997
H -0.61 1.64 2.23 0.1124
H 1.24 0.41 2.61 0.0700
H 2.01 1.20 1.38 0.0542
H -0.08 3.34 3.66 0.0660
H 1.41 2.73 3.38 0.0717
H 2.68 3.20 1.61 0.1047
H 2.33 4.56 0.58 0.1249
H 4.38 4.92 1.82 0.1150
H 3.23 6.11 2.36 0.1059
H 4.74 4.74 4.07 0.1144
H 3.46 3.55 3.93 0.1075
H 2.14 4.85 4.96 0.0653
H 1.14 6.14 3.32 0.0784
H 0.56 6.20 0.48 0.0797
H 1.48 7.26 1.39 0.0869
C 2.18 -5.39 -1.14 -0.0235
O 1.13 -4.42 -1.10 -0.0314
C 1.54 -3.16 -1.24 -0.6413
O 2.68 -2.80 -1.41 0.1320
O 0.47 -2.36 -1.18 -0.0165
C 0.77 -0.96 -1.33 -0.0259
H 1.69 -6.35 -0.99 0.0882
H 2.69 -5.36 -2.10 0.0985
H 2.89 -5.21 -0.33 0.1012
H 1.21 -0.77 -2.30 0.1044
H 1.44 -0.63 -0.53 0.0798
H -0.18 -0.45 -1.24 0.0806
C -2.99 -2.35 -7.53 -0.0375
O -2.33 -3.32 -6.72 0.0037
C -1.57 -2.80 -5.75 -0.6249
O -1.42 -1.63 -5.53 0.1187
O -1.01 -3.80 -5.07 0.0141
C -0.16 -3.37 -4.00 -0.0265
H -3.56 -2.92 -8.26 0.0930
H -3.66 -1.74 -6.93 0.0965
H -2.27 -1.71 -8.03 0.0968
H -0.72 -2.79 -3.28 0.0939
H 0.67 -2.78 -4.39 0.1089
H 0.21 -4.28 -3.53 0.0922
C -1.57 -6.24 -0.29 -0.0334
O -2.32 -6.89 0.75 0.0088
C -1.57 -7.36 1.74 -0.6252
O -0.37 -7.29 1.82 0.1178
O -2.37 -7.92 2.64 0.0037
C -1.69 -8.48 3.77 -0.0378
H -2.30 -5.93 -1.03 0.0972
H -1.03 -5.38 0.10 0.0892
H -0.86 -6.94 -0.74 0.0923
H -1.14 -7.70 4.31 0.0966
H -1.00 -9.26 3.46 0.0966
H -2.47 -8.89 4.41 0.0929
```

The value obtained for the electronic energy is -4431.89888 a.u. For the largest force on an atom, the calculation gives 0.63 eV/Å. As for the multiplicity: 1. The orbital gap is 9.0 eV.